Record 1
Below is a cluster of 28 separate species, C32H69BCl54FN3O5S in total in a non-equilibrium geometry, with properties calculated with wB97M-V/def2-TZVPD.

HOMO: -8.761 eV
molecular weight: 2552.3 g/mol
E_tot: -27174.37289 hartree

The geometry in ORCA input format:
```
! wB97M-V def2-TZVPD RIJCOSX def2/J DEFGRID3
* xyz 0 1
H 0.856 -7.908 6.481
Cl 7.346 -3.955 -1.258
H -6.443 -3.267 12.817
S -0.393 2.806 0.643
Cl 0.038 -11.821 6.974
H 8.061 -4.454 -3.447
C -2.908 -3.922 -4.480
O 0.080 4.111 0.967
O -4.093 -1.506 1.281
H 6.737 12.372 -8.079
Cl 3.042 5.648 -8.460
C 0.925 8.109 -0.674
H 0.954 -2.579 -1.048
H 2.966 10.295 -1.242
H -4.010 5.352 0.043
H -0.929 1.133 -1.707
H -3.485 3.783 2.356
H -6.310 9.076 -0.013
Cl -2.843 -6.612 -8.815
Cl -4.413 -5.437 10.655
Cl -5.196 -4.057 -6.952
Cl 3.581 -7.915 2.259
H 0.679 4.302 -2.569
H 4.044 1.660 4.787
Cl -2.164 -0.115 4.940
H 1.452 8.717 0.053
N -1.897 2.806 -0.113
C -3.179 -4.184 10.835
C -9.993 -0.545 13.490
Cl 0.005 5.776 -4.281
Cl 0.603 -5.279 -6.038
C 5.183 -7.858 1.524
Cl 5.828 -5.189 -3.447
H -3.553 -4.756 -4.231
H -5.018 1.479 1.308
Cl 5.404 1.389 -2.850
C -4.231 0.843 1.718
H 1.149 -4.939 2.394
C 1.859 -4.041 -6.126
H 1.467 0.273 -7.907
C 3.727 1.034 -2.425
H -0.246 0.962 4.118
Cl 0.231 0.162 -5.914
H 5.781 -8.663 1.933
Cl -1.390 -7.653 5.857
H 3.094 11.940 -1.907
C 5.108 8.576 -8.299
C -4.423 -0.080 -0.644
H 4.391 -3.627 -1.138
Cl 1.892 2.499 4.380
H -3.423 1.198 -3.358
H -4.913 -2.395 12.568
H -8.952 -0.644 13.211
Cl 5.539 13.926 -6.786
H 5.884 11.604 -6.722
H 3.423 1.701 -1.626
Cl -2.767 -3.906 12.535
Cl 4.158 10.050 -8.052
Cl -1.079 -4.587 7.578
Cl -6.746 -1.263 11.622
Cl 0.308 -3.535 4.071
Cl 5.124 -8.037 -0.237
C 0.466 -1.690 -0.665
C -2.973 0.948 -2.394
C 0.126 -3.309 7.808
Cl -3.442 -1.793 -7.578
Cl -5.601 -6.104 -9.678
H -2.686 -0.173 0.632
C 0.951 4.440 -3.609
Cl 2.788 -5.102 4.062
O -1.825 2.997 -1.518
H -0.245 -0.777 3.756
C -1.682 1.746 -2.187
H 3.108 1.175 -3.305
H 0.678 7.143 -0.259
Cl 8.938 -1.078 -3.171
H -3.387 1.480 1.986
B -2.829 3.775 0.526
Cl 7.979 12.455 -6.086
H -5.695 8.732 -1.651
Cl -1.348 -4.159 -3.689
Cl -10.793 0.485 12.295
C -5.959 -2.297 12.826
Cl 2.282 -4.482 -1.737
C 3.850 -4.537 -0.910
H 1.180 -1.405 -7.379
N -3.985 1.120 -1.350
Cl 3.659 -4.664 0.845
H -3.678 -6.380 -10.996
H 1.039 -3.605 7.306
C 10.253 -2.092 -2.558
Cl -4.394 7.722 0.020
C -0.663 -11.818 8.601
C 3.109 11.342 -1.005
H 6.903 -3.101 -3.406
Cl 3.364 -4.550 -5.358
O -2.678 3.990 1.872
C 3.476 2.502 5.164
Cl 3.354 2.357 6.920
H -4.565 0.367 2.636
H 4.508 7.732 -7.983
Cl -7.107 7.033 -0.854
C 1.879 6.487 -7.414
Cl 11.286 -2.698 -3.858
H 9.821 -2.937 -2.037
C -4.918 -2.673 -8.009
H -0.792 -12.846 8.916
C 6.483 12.450 -7.029
H -5.759 -1.996 -7.919
H 5.358 8.498 -9.350
H -10.486 -1.510 13.494
H -0.237 -2.370 7.405
C -4.047 -6.842 -10.089
H 2.064 -3.828 -7.169
Cl -0.572 8.930 -1.115
Cl 3.063 -0.453 -6.340
C 0.188 -8.450 5.821
H -4.822 -3.034 -9.026
Cl -6.085 -1.619 14.453
C 1.123 -4.982 3.478
Cl 3.519 -0.633 -1.866
Cl 4.688 11.530 -0.232
H 4.391 -5.404 -1.256
Cl 0.591 -0.328 5.910
C -5.908 8.319 -0.673
H 5.625 -6.895 1.750
H -3.561 -3.260 10.416
H 1.018 -0.801 -0.936
N -3.831 4.410 -0.298
H 1.498 -3.154 -5.616
Cl -1.149 -1.537 -1.367
Cl 1.786 11.877 0.041
F 0.506 2.321 -0.537
C 1.449 -0.404 -7.062
Cl -2.229 -11.008 8.644
Cl 1.985 7.864 -2.078
H 3.971 3.436 4.929
Cl 6.606 8.598 -7.359
H 0.569 -5.846 3.815
Cl 0.475 -3.066 9.530
C -0.452 -0.024 4.506
Cl 0.417 -1.798 1.091
Cl 0.638 7.323 -8.348
H -2.739 -3.878 -5.549
H 2.413 7.218 -6.818
C 7.138 -4.083 -3.015
H 1.400 5.755 -6.776
Cl -10.078 0.134 15.120
O -0.411 1.795 1.646
H -3.610 -2.167 0.771
H 2.004 4.679 -3.702
H 0.016 -11.296 9.264
Cl 0.630 2.945 -4.514
H -4.707 3.901 -0.336
H -1.272 1.989 -3.168
H -2.675 -0.112 -2.475
Cl 0.876 -8.425 4.189
H -4.233 -0.990 -1.224
H 0.078 -9.480 6.139
C -3.773 -0.220 0.728
H -4.200 -7.904 -10.234
H -5.502 -0.021 -0.484
H -2.285 -4.494 10.308
H 10.856 -1.497 -1.884
H -4.761 1.653 -1.704
Cl -3.711 -2.428 -3.982
*
```

Here are the Mulliken charges for atoms 1 to 8, given in e: 0.237, -0.158, 0.291, 0.776, -0.175, 0.403, -0.407, -0.660

---

Record 2
Below is a structure of composition C8H12AsCuF6N2O2 in a non-equilibrium geometry, with properties calculated with wB97M-V/def2-TZVPD.

HOMO (spin up / spin down): -5.706 / -5.236 eV
energy above the lowest of the compared OMol25 structures with the same formula, charge and spin: 0.0 kcal per mole
molecular weight: 420.7 g/mol
E_tot: -5047.55262 hartree

The geometry in ORCA input format:
```
! wB97M-V def2-TZVPD RIJCOSX def2/J DEFGRID3
* xyz -1 2
H 0.964 2.186 -3.284
H -0.602 2.004 -1.180
F -2.443 3.690 2.623
O 1.185 -0.618 2.065
H 0.785 1.242 0.792
H -1.435 -3.034 3.210
C 2.536 1.719 -1.786
C 1.402 -2.577 -0.843
N 0.903 -1.515 -1.558
H 1.487 -0.759 -1.886
F -4.365 2.271 1.533
C -0.842 -2.703 -0.962
H 2.047 -1.033 1.866
As -2.605 2.112 1.751
C -0.484 -1.598 -1.708
H 3.436 1.693 -2.382
C 2.484 1.410 -0.499
C 0.467 1.855 -1.234
H 0.252 -4.064 0.278
H -1.803 -3.147 -0.750
C 0.324 -3.257 -0.436
H -1.077 -0.893 -2.273
H 3.320 1.187 0.148
F -0.805 1.873 1.838
C 1.307 1.978 -2.281
N 1.132 1.423 -0.139
O -1.440 -2.638 2.317
H 2.418 -2.573 -0.475
F -2.692 0.550 0.867
Cu -0.754 -0.928 0.856
F -2.357 2.858 0.164
F -2.744 1.287 3.365
*
```

Here are the Mulliken charges for atoms 1 to 8, given in e: 0.381, 0.444, -0.505, -0.833, 0.189, 0.211, -0.161, -0.682

---

Record 3
Below is a cluster of 2 separate species, C2H7N4S in total in a non-equilibrium geometry, with properties calculated with wB97M-V/def2-TZVPD.

HOMO (spin up / spin down): -12.905 / -12.980 eV
energy above the lowest of the compared OMol25 structures with the same formula, charge and spin: 107.0 kcal per mole
molecular weight: 119.2 g/mol
E_tot: -697.17555 hartree

The geometry in ORCA input format:
```
! wB97M-V def2-TZVPD RIJCOSX def2/J DEFGRID3
* xyz 1 1
H 2.010 -0.528 0.697
N 0.241 0.480 1.394
H -0.304 -1.757 -0.066
S 0.174 1.793 0.445
N -1.602 1.026 -3.162
C 1.427 -0.255 1.627
N -0.828 -0.934 -0.117
H -0.914 1.580 -3.663
H -0.518 0.359 2.179
H 1.941 0.132 2.485
C -1.376 0.405 -2.048
H -2.509 1.002 -3.611
H 1.005 -1.306 1.883
N -0.971 -0.276 -1.142
*
```

Here are the Mulliken charges for atoms 1 to 8, given in e: 0.318, -0.129, 0.264, 0.025, -0.366, -0.706, -0.879, 0.264

---

Record 4
Below is a structure of composition C3H8N3O in a non-equilibrium geometry, with properties calculated with wB97M-V/def2-TZVPD.

HOMO: -3.429 eV
energy above the lowest of the compared OMol25 structures with the same formula, charge and spin: 15.4 kcal per mole
molecular weight: 102.1 g/mol
E_tot: -358.48666 hartree

The geometry in ORCA input format:
```
! wB97M-V def2-TZVPD RIJCOSX def2/J DEFGRID3
* xyz -1 1
H 1.256 1.594 0.119
N -2.058 -0.483 -1.110
H -2.946 1.751 -0.567
H 0.161 0.616 -0.898
H 3.864 -1.079 -0.081
N -2.958 -0.951 0.957
H 3.572 0.694 0.257
H 0.167 0.382 0.817
C 3.154 -0.270 0.009
H -2.733 -1.951 0.882
O -3.056 1.328 0.293
N -2.571 -0.365 -0.080
C 0.817 0.609 -0.028
H 1.476 -1.431 -0.406
C 1.855 -0.444 -0.166
*
```

Here are the Mulliken charges for atoms 1 to 8, given in e: 0.310, -0.716, 0.290, 0.250, 0.244, -0.863, 0.247, 0.242

---

Record 5
Below is an isolated molecule of C26H43NO3, with properties calculated with wB97M-V/def2-TZVPD.

HOMO: -8.170 eV
energy above the lowest of the compared OMol25 structures with the same formula, charge and spin: 2.5 kcal per mole
molecular weight: 417.6 g/mol
E_tot: -1297.02358 hartree

The geometry in ORCA input format:
```
! wB97M-V def2-TZVPD RIJCOSX def2/J DEFGRID3
* xyz 0 1
C -2.806 -1.247 1.110
H -1.503 -0.023 -1.699
H 4.097 -2.155 -2.148
C -1.828 1.863 -2.674
H -0.896 1.371 -0.806
H -1.334 2.835 -2.746
C -3.224 2.760 -0.797
H -3.035 -1.053 0.060
H -3.727 1.078 -2.030
H 1.188 0.060 3.206
C -4.763 1.248 0.537
N 4.865 -0.478 -0.333
C -3.240 2.050 -2.114
H -0.739 2.148 1.936
C 3.690 1.903 0.963
H -5.803 1.591 0.561
H -0.695 -0.933 0.934
H -0.308 -5.609 0.032
C -1.788 -4.228 0.788
C 3.809 -1.314 -0.206
H -1.556 -4.424 1.837
C 1.738 3.106 0.212
C 2.503 -0.699 -2.287
H -1.902 -6.326 0.273
C 1.537 1.466 1.952
C -1.066 -2.958 0.343
O 3.371 -1.668 0.869
C 0.398 0.694 -2.391
H 2.271 -1.061 -3.292
H -1.152 -1.995 2.263
H 5.177 -0.387 1.678
C 5.172 1.644 0.897
H 1.274 3.840 -0.428
H 5.127 -0.162 -1.253
O 0.707 0.800 2.820
H -1.343 -2.734 -0.691
H 5.653 2.038 1.797
H 5.591 2.172 0.038
H -2.341 0.800 1.545
H 0.011 -3.143 0.367
C 3.264 -1.798 -1.538
H 6.598 0.030 0.696
H -4.580 1.290 2.675
H 0.606 -1.219 -1.435
C 1.205 -0.318 -1.581
H -3.821 2.650 -2.822
C -1.367 -1.744 1.222
C 0.948 2.437 1.131
H 1.432 0.095 -0.597
C 2.894 1.222 1.879
C -1.378 -5.431 -0.054
H -2.744 -0.175 2.963
O -0.379 2.710 1.235
C 3.092 2.832 0.125
H -1.895 1.448 -3.684
H -5.148 -0.254 2.039
H 0.288 0.323 -3.415
H -1.612 -5.260 -1.103
C -3.012 0.028 1.923
H 3.324 0.479 2.533
H -3.495 -2.015 1.467
C 5.513 0.152 0.790
C -0.988 0.935 -1.800
C -4.444 0.564 1.870
H 0.944 1.640 -2.438
H 3.131 0.190 -2.393
H 2.592 -2.635 -1.343
C -3.870 2.428 0.310
H -2.612 3.652 -0.786
H 3.691 3.363 -0.600
H -4.677 0.529 -0.277
H -2.868 -4.088 0.705
H -3.764 3.069 1.178
*
```

Here are the Mulliken charges for atoms 1 to 8, given in e: -0.783, 0.013, 0.431, -1.226, -0.415, 0.335, -0.078, 0.302

---

Record 6
Below is a cluster of 2 separate species, C4H6I2S in total in a non-equilibrium geometry, with properties calculated with wB97M-V/def2-TZVPD.

HOMO (spin up / spin down): -9.066 / -7.015 eV
energy above the lowest of the compared OMol25 structures with the same formula, charge and spin: 37.8 kcal per mole
molecular weight: 340.0 g/mol
E_tot: -1149.46593 hartree

The geometry in ORCA input format:
```
! wB97M-V def2-TZVPD RIJCOSX def2/J DEFGRID3
* xyz 0 1
C 0.108 -0.058 0.258
H -0.352 0.872 -1.535
S -0.341 -1.630 0.932
I 4.470 -0.480 -0.023
H 1.970 -1.788 0.076
H -0.797 1.835 -0.128
H 1.621 1.173 -0.092
C 2.392 -0.772 0.218
H -1.697 -1.292 0.926
C 1.496 0.186 0.252
C -0.815 0.854 -0.477
H -1.884 0.539 -0.415
I -6.171 0.561 0.009
*
```

Here are the Mulliken charges for atoms 1 to 8, given in e: 0.273, 0.238, -0.225, 0.029, 0.306, 0.320, 0.359, -0.628

---

Record 7
Below is a structure of composition C24H42Cl2N6O8Pb in a non-equilibrium geometry, with properties calculated with wB97M-V/def2-TZVPD.

HOMO: -8.418 eV
energy above the lowest of the compared OMol25 structures with the same formula, charge and spin: 69.6 kcal per mole
molecular weight: 820.7 g/mol
E_tot: -2982.77052 hartree

The geometry in ORCA input format:
```
! wB97M-V def2-TZVPD RIJCOSX def2/J DEFGRID3
* xyz 0 1
H -0.612 5.240 -1.777
Pb 0.453 0.173 0.375
H 1.788 -1.679 -3.574
C -2.639 -1.917 -4.392
N 2.585 -1.032 -0.775
C 2.280 -1.764 2.844
C 0.103 5.977 -2.142
H -6.311 1.877 -0.286
H -5.206 2.147 0.954
H 0.579 5.544 -3.022
C -2.106 -0.652 2.893
C -2.831 1.761 -0.570
N 1.145 2.585 -1.204
H -3.783 2.837 4.112
H -2.007 -2.800 -4.295
C -4.181 2.106 -0.949
H -2.777 -0.180 -5.579
H -4.214 3.191 -1.048
O 0.209 -4.724 -1.413
H 3.695 -3.013 2.100
H -3.642 -2.257 -4.653
H -2.319 -1.061 4.917
H 3.124 -3.550 -4.520
O 4.018 1.604 3.320
H 5.164 -4.548 -3.348
C 4.290 -2.635 4.257
H 4.995 -3.238 -2.203
H 2.683 -3.755 3.193
C 2.662 -1.412 -1.858
O -1.136 -4.654 0.463
H -2.911 2.118 2.762
H -1.900 1.260 4.928
C -2.710 -1.324 -2.995
O 3.132 3.579 2.197
N -1.569 -0.751 1.858
O 0.027 -2.731 0.015
H 5.008 -3.419 4.020
C -2.918 0.995 4.641
H 1.771 7.029 -1.489
N -0.259 -0.461 -2.271
H -3.054 -2.078 -2.288
H -5.980 -0.254 0.991
Cl 0.092 -4.175 -0.003
H -0.299 6.949 -2.428
C 3.234 -3.302 -3.464
H -2.316 -1.521 -6.538
H -1.085 -0.771 -5.421
H 2.595 -3.983 -2.903
H 4.826 -1.718 4.011
C 3.262 -2.838 3.085
C 2.249 5.002 -1.066
C 1.226 6.146 -1.156
C -2.840 -0.466 4.167
C -2.127 -1.055 -5.571
O 1.236 -4.714 0.742
H 3.466 -1.180 -3.858
C -3.569 1.898 3.602
H -4.503 1.539 3.169
Cl 3.722 2.251 2.097
C 3.676 -2.573 5.682
N 1.458 -1.006 2.609
H 3.463 -3.595 5.993
H -3.499 0.981 5.563
H -4.358 1.653 -1.924
H -3.477 -0.550 -3.032
H 4.361 -2.036 6.339
H 2.818 5.087 -1.991
C 4.766 -3.541 -3.225
O 4.871 2.421 1.206
H 5.308 -2.853 -3.874
H 0.841 6.445 -0.181
C -5.302 1.598 0.017
H 2.876 5.200 -0.197
H -3.858 -0.757 3.905
C -5.170 0.080 0.343
C 2.824 -1.846 -3.280
C -1.327 -0.823 -2.612
C 1.571 3.644 -1.116
H -4.231 -0.075 0.876
H -5.187 -0.612 -0.499
N -1.817 1.440 -0.281
H 2.768 -1.969 5.666
O 2.812 1.492 1.357
*
```

Here are the Mulliken charges for atoms 1 to 8, given in e: 0.199, 1.808, -0.111, -0.805, -0.411, 0.150, -1.002, 0.386

---

Record 8
Below is a cluster of 14 separate species, C7H43NO13 in total in a non-equilibrium geometry, with properties calculated with wB97M-V/def2-TZVPD.

HOMO: -9.365 eV
energy above the lowest of the compared OMol25 structures with the same formula, charge and spin: 131.2 kcal per mole
molecular weight: 349.4 g/mol
E_tot: -1325.24169 hartree

The geometry in ORCA input format:
```
! wB97M-V def2-TZVPD RIJCOSX def2/J DEFGRID3
* xyz 0 1
C -0.925 -3.962 1.604
H -0.388 0.903 -2.654
H -2.462 -2.581 -1.225
O -0.749 1.466 -3.280
O 2.642 0.586 3.871
H -3.124 -3.817 -1.767
H -0.950 0.648 -1.206
C -0.056 -1.598 1.308
O -3.215 1.035 -1.610
H -2.293 1.154 -1.879
H 1.499 4.416 0.422
H 1.496 3.745 -0.981
H -2.809 2.166 2.826
H 0.716 0.981 1.510
H 3.079 0.646 -0.398
H -3.527 -0.642 -1.317
O 1.809 1.691 -3.050
H 0.724 -1.510 2.038
O 3.529 -0.923 1.931
H -1.790 -0.443 0.985
H -1.190 -2.494 3.130
H 3.175 -0.868 2.834
H 3.758 -0.493 -1.105
C -2.537 2.199 1.703
H -1.567 -1.211 -3.569
H 1.978 1.211 3.401
H -2.231 -2.269 1.692
H 1.877 1.480 -2.113
H -3.089 1.355 1.317
H 2.815 2.585 0.607
H -1.359 -4.053 0.566
O 2.048 4.194 -0.202
H -0.012 0.162 3.487
O -2.300 -3.352 -1.886
H 0.445 -1.998 0.459
H 2.044 0.000 4.397
H -3.341 -0.944 0.161
H -3.776 1.522 -2.336
C -0.995 2.150 1.426
H -0.689 -1.079 -1.173
O 2.621 1.653 0.834
O -3.547 -1.404 -0.654
C -0.693 -0.305 0.830
H 0.152 -4.192 1.389
O 0.073 0.292 4.387
H 0.599 -1.280 -3.945
O 2.891 -0.106 -1.092
O -0.995 -1.560 -3.042
C -0.415 -0.154 -0.654
H -2.925 3.209 1.430
N -0.246 0.852 1.733
H -0.582 3.066 1.923
C -1.098 -2.537 2.010
H -0.866 2.230 0.284
H -1.343 -2.506 -3.111
H 2.089 -1.358 -4.337
H -0.899 0.287 4.606
H -1.447 -4.699 2.086
H 2.889 -0.822 1.310
H 0.730 -0.120 -0.896
H 0.037 1.809 -3.775
H 1.718 0.901 -3.467
O 1.369 -0.724 -4.268
H 3.463 1.382 1.384
*
```

Here are the Mulliken charges for atoms 1 to 8, given in e: -1.278, 0.311, 0.461, -0.682, -0.690, 0.308, -1.569, -1.807

---

Q: Which value of molecular weight does entry 5 give?
A: 417.6 g/mol

---

Q: Look up the E_tot of the fourth one.
A: -358.48666 hartree

---

Q: Among the records above, which one has the highest E_tot?
A: C3H8N3O